Record 1
116
Properties=species:S:1:pos:R:3 method="wB97M-V/def2-TZVPD" energy_ev=-81888.8967 orbital_gap_ev=6.9457 charge=+1
C 6.5777 -1.5502 -0.9862
C 6.4423 -2.3630 -2.2787
C 5.0013 -2.8751 -2.5281
C 4.9364 -4.4053 -2.7291
C 5.2419 -5.2252 -1.4717
C 4.5092 -4.7694 -0.2017
C 2.9960 -4.5030 -0.3930
C 2.0938 -5.3114 0.5707
C 0.7680 -4.5432 0.7760
C -0.1198 -4.7473 -0.4544
C -1.1404 -3.6234 -0.7272
N -0.5672 -2.5974 -1.6421
C -0.6008 -2.9013 -2.9470
O -1.1094 -4.1401 -3.3241
C -2.3521 -4.0246 -3.7472
N -3.5004 -4.0123 -3.8441
C -0.1452 -2.0684 -3.9140
C 0.3835 -0.8439 -3.5304
C 0.8377 0.0377 -4.6766
O 0.1946 0.0173 -5.6843
O 1.9050 0.8457 -4.5574
C 3.1648 0.1365 -4.4855
C 0.4328 -0.4981 -2.1759
C 0.9851 0.8527 -1.8047
C 0.1824 2.0732 -2.3467
C -1.3184 1.8510 -2.6180
C -1.8430 3.0162 -3.5130
C -2.0071 2.6026 -4.9894
N -3.2828 3.1135 -5.5595
C -0.0405 -1.4151 -1.2207
C 0.0237 -1.0850 0.2511
C 1.5133 -0.9173 0.7060
C -0.8362 0.1523 0.6263
C -1.2892 -0.0254 2.0927
H 6.1353 -0.5613 -1.1357
H 7.6193 -1.3837 -0.7192
H 6.0124 -2.0149 -0.1781
H 7.1544 -3.1860 -2.3456
H 6.6970 -1.6820 -3.0942
H 4.6978 -2.4556 -3.4917
H 4.3162 -2.5441 -1.7445
H 3.9361 -4.6100 -3.1224
H 5.6353 -4.6229 -3.5393
H 4.9637 -6.2594 -1.6879
H 6.3180 -5.1822 -1.2944
H 4.6022 -5.5819 0.5195
H 4.9513 -3.8606 0.2015
H 2.8108 -3.4482 -0.1639
H 2.6693 -4.6444 -1.4239
H 1.8398 -6.2410 0.0554
H 2.5876 -5.4958 1.5212
H 0.9665 -3.4921 0.9734
H 0.3119 -4.9583 1.6774
H 0.4683 -4.9535 -1.3486
H -0.7137 -5.6464 -0.2771
H -1.5269 -3.1811 0.1817
H -1.9863 -4.1123 -1.2017
H -0.1962 -2.3354 -4.9597
H 3.8530 0.7346 -3.8940
H 3.5771 0.0442 -5.4886
H 3.0076 -0.8404 -4.0261
H 1.1297 0.9920 -0.7456
H 1.9813 0.9035 -2.2455
H 0.6335 2.5152 -3.2322
H 0.2330 2.8358 -1.5676
H -1.8793 1.9069 -1.6852
H -1.5385 0.9361 -3.1683
H -1.1039 3.8201 -3.5091
H -2.7830 3.4019 -3.1270
H -2.0205 1.5165 -5.1041
H -1.1609 2.9580 -5.5802
H -3.7514 2.3323 -6.0006
H -3.0514 3.7375 -6.3230
H -0.3585 -1.8844 0.8746
H 2.2006 -1.1814 -0.0963
H 1.7210 -1.6142 1.5171
H 1.6878 0.0873 1.0831
H -0.2588 1.0723 0.6145
H -1.7213 0.2212 -0.0063
H -2.0697 -0.7739 2.2006
H -0.3785 -0.2611 2.6493
H -1.6026 0.9466 2.4727
C -2.5144 5.0083 7.8737
O -2.7686 4.1884 6.7349
P -1.9682 2.7790 6.3784
O -1.3210 2.5759 7.7242
O -1.0130 3.5947 5.3395
C -0.1807 4.6406 5.8224
O -1.2618 1.3392 5.7730
C -1.9073 0.1377 6.2140
H -3.4682 5.2733 8.3292
H -1.8885 4.5333 8.6202
H -2.0406 5.9234 7.5159
H 0.1018 4.4819 6.8629
H -0.6865 5.6012 5.7158
H 0.7161 4.6515 5.2063
H -2.9678 0.1649 5.9633
H -1.7834 0.0197 7.2905
H -1.4480 -0.7072 5.7050
C -2.4146 4.0462 2.6877
O -3.3584 3.3577 1.8748
P -4.8007 3.9683 1.4627
O -4.7370 5.4225 1.7389
O -5.6289 3.1292 2.5589
C -5.5484 3.5113 3.9239
O -5.9970 3.7804 0.3877
C -5.7234 4.1717 -0.9748
H -1.4376 3.9674 2.2067
H -2.6342 5.0993 2.8434
H -2.3465 3.5477 3.6509
H -5.3453 4.5765 4.0361
H -4.7687 2.9292 4.4276
H -6.5039 3.2816 4.3896
H -4.8309 3.6765 -1.3572
H -5.6026 5.2529 -1.0357
H -6.5750 3.8692 -1.5770

=====

Record 2
49
Properties=species:S:1:pos:R:3 method="wB97M-V/def2-TZVPD" energy_ev=-36366.7511 smiles="CN(Cc1ccccc1)c1nc2c(c(=O)[nH]c(=O)n2C)n1Cc1ccccc1F" de_lowest_ev=0.000 orbital_gap_ev=8.3778
C 1.1501 0.1295 2.4026
N 0.3676 0.9132 1.4797
C -0.8512 0.5641 1.0261
N -1.6745 1.4717 0.4966
C -2.7970 0.7962 0.1847
C -2.6768 -0.5429 0.5163
N -1.4047 -0.6832 1.0701
C -0.7987 -1.9865 1.2327
C 0.1894 -2.2775 0.1308
C 1.4158 -2.8731 0.3947
C 2.3388 -3.1482 -0.5960
C 2.0318 -2.8219 -1.9046
C 0.8146 -2.2319 -2.2014
C -0.0948 -1.9652 -1.1935
H -1.0451 -1.5107 -1.4327
H 0.5702 -1.9796 -3.2219
H 2.7409 -3.0339 -2.6899
H 3.2763 -3.6110 -0.3321
F 1.7303 -3.1927 1.6733
H -0.3227 -2.0875 2.2087
H -1.6222 -2.7090 1.1787
C -3.7229 -1.4781 0.2957
O -3.7464 -2.6738 0.5314
N -4.8226 -0.8359 -0.2844
C -4.9997 0.4913 -0.6204
O -6.0350 0.8898 -1.1057
N -3.9245 1.3178 -0.3717
C -4.0017 2.7283 -0.6771
H -5.0031 2.9317 -1.0513
H -3.2580 2.9854 -1.4317
H -3.8053 3.3088 0.2237
H -5.6244 -1.4265 -0.4739
C 0.9574 2.1528 1.0160
C 2.2151 1.8819 0.2284
C 3.3970 2.5532 0.5071
C 4.5470 2.2783 -0.2131
C 4.5289 1.3197 -1.2112
C 3.3534 0.6439 -1.4940
C 2.2034 0.9272 -0.7814
H 1.2863 0.4021 -1.0062
H 3.3300 -0.1055 -2.2713
H 5.4277 1.1004 -1.7678
H 5.4603 2.8097 0.0103
H 3.4176 3.2987 1.2896
H 0.2102 2.6489 0.3930
H 1.1795 2.7982 1.8733
H 1.8484 0.7983 2.9046
H 1.7336 -0.6481 1.9041
H 0.5097 -0.3187 3.1612

=====

Record 3
25
Properties=species:S:1:pos:R:3 method="wB97M-V/def2-TZVPD" energy_ev=-14559.7245 de_lowest_ev=1.055 orbital_gap_ev=9.1170
C -3.0326 2.0546 0.0459
C -3.1728 -0.3794 0.4213
C -1.9626 -1.9465 -0.7290
C 2.6540 1.4590 -0.2026
C 3.6414 0.3361 -0.0066
C 3.1420 -0.7416 0.9330
C 2.2159 -1.6112 0.1391
H -2.3392 2.7753 -0.4082
H -3.0532 2.2616 1.1586
H -4.0480 2.2272 -0.3671
H -1.5957 0.6338 -0.3676
H -3.9742 -0.0413 1.1102
H -0.9853 -1.5555 -0.4072
H -2.2256 -1.5096 -1.7137
H -1.8821 -3.0359 -0.8468
H 3.1077 2.2653 -0.8041
H 1.7887 1.0626 -0.7648
H 2.2902 1.8406 0.7654
H 4.0163 -1.2804 1.3487
H 2.5897 -0.2464 1.7518
H 2.6238 -2.6013 -0.1947
N -2.6059 0.6799 -0.3141
N -3.0060 -1.6444 0.2864
O 4.6803 0.2201 -0.5992
O 1.1334 -1.2226 -0.2346

=====

Record 4
7
Properties=species:S:1:pos:R:3 method="wB97M-V/def2-TZVPD" energy_ev=-37903.6196 de_lowest_ev=1.993 orbital_gap_ev=8.2238
N -1.0608 -0.3831 0.8591
O -0.2987 -0.1638 -1.4458
P 0.0894 0.2503 0.0760
Cl 0.8285 2.1051 -0.0345
Cl 2.5884 -0.8716 -0.0966
H -1.0316 -0.2760 1.8282
H -1.1153 -0.6610 -1.1864

=====

Record 5
46
Properties=species:S:1:pos:R:3 method="wB97M-V/def2-TZVPD" energy_ev=-40455.6933 smiles="CC1CCN(S(=O)(=O)c2cccc(C(=O)Nc3ccccn3)c2)CC1" de_lowest_ev=1.653 orbital_gap_ev=9.1458
C -3.2936 -3.5915 1.4119
H -2.2401 -3.7788 1.6073
H -3.8177 -3.5525 2.3639
H -3.6890 -4.4247 0.8360
C -3.4711 -2.2828 0.6487
C -2.7497 -2.3229 -0.6999
C -2.9210 -0.9940 -1.4277
N -2.3931 0.0801 -0.6064
S -2.2799 1.5551 -1.4056
O -3.4960 2.3100 -1.2842
O -1.7617 1.2973 -2.7158
C -1.0003 2.3376 -0.4245
C 0.2764 1.8233 -0.5230
C 1.2989 2.3939 0.2292
C 1.0085 3.4829 1.0515
C -0.2768 3.9855 1.1411
C -1.2952 3.4070 0.3982
H -2.3089 3.7748 0.4283
H -0.4851 4.8285 1.7819
H 1.8184 3.9273 1.6106
C 2.7243 1.9390 0.1728
O 3.6392 2.6867 0.4465
N 2.8803 0.6329 -0.1859
C 4.0557 -0.0902 -0.3605
N 3.8355 -1.3647 -0.6697
C 4.8771 -2.1523 -0.8692
C 6.1883 -1.7176 -0.7720
C 6.4110 -0.3864 -0.4474
C 5.3334 0.4532 -0.2346
H 5.4610 1.4912 0.0195
H 7.4174 -0.0041 -0.3612
H 7.0082 -2.3962 -0.9446
H 4.6390 -3.1779 -1.1188
H 2.0562 0.0673 -0.3427
H 0.4357 1.0166 -1.2217
C -3.0859 0.1985 0.6594
C -2.9346 -1.0965 1.4521
H -1.8771 -1.2577 1.6695
H -3.4706 -1.0036 2.3978
H -2.6402 1.0373 1.1991
H -4.1497 0.4235 0.4941
H -2.3663 -0.9750 -2.3663
H -3.9855 -0.8223 -1.6476
H -1.6869 -2.5078 -0.5361
H -3.1485 -3.1262 -1.3208
H -4.5401 -2.1238 0.4666

=====

Record 6
53
Properties=species:S:1:pos:R:3 method="wB97M-V/def2-TZVPD" energy_ev=-44970.5937 orbital_gap_ev=5.9842
O -4.9663 -0.2518 -1.5679
O -4.0431 2.7339 0.0748
O 1.5884 -3.0470 0.9691
O 2.8985 -3.6418 2.9556
N 4.1276 -2.3637 1.0369
C -4.7728 -1.0655 -0.6792
C -4.3643 1.6940 0.6392
C 3.9711 -1.2412 0.4727
C 6.6669 1.8130 -2.0732
C 5.5327 2.5515 -2.4241
C 6.5430 0.7065 -1.2253
C 4.2800 2.1930 -1.9165
C 5.2911 0.3426 -0.7258
C 4.1551 1.0888 -1.0593
N 5.1567 -0.7513 0.1095
N -5.5760 1.5444 1.1909
N 2.8086 -0.5804 0.2064
N -4.0833 -0.7996 0.4324
N 3.3757 -3.9818 1.1227
C -5.3295 -2.4632 -0.8039
C -6.6099 2.5772 1.2038
C 2.8126 0.7222 -0.4806
C -1.1528 1.6806 0.6153
C -1.2715 -0.6513 -0.1396
C -2.0837 0.6543 -0.0527
C -3.4092 0.4835 0.7372
S 2.7147 -2.7233 1.8399
H 7.6416 2.0961 -2.4611
H 5.6253 3.4066 -3.0875
H 7.4224 0.1327 -0.9532
H 3.4071 2.7818 -2.1852
H 5.8471 -1.4862 0.1319
H -5.7971 0.6448 1.5817
H 2.1110 -1.2510 -0.1235
H -3.9486 -1.5609 1.0775
H 2.9299 -4.7352 1.6087
H 4.3337 -3.9143 1.4047
H -4.5261 -3.1885 -0.6899
H -6.0878 -2.6186 -0.0397
H -5.7784 -2.5729 -1.7904
H -6.2041 3.5001 1.6229
H -7.4611 2.2525 1.8032
H -6.9407 2.7761 0.1823
H 2.0749 0.6999 -1.2900
H 2.5074 1.5022 0.2256
H -1.6322 2.6570 0.6650
H -0.2412 1.7897 0.0292
H -0.8973 1.3590 1.6245
H -0.3249 -0.4669 -0.6463
H -1.8129 -1.3938 -0.7253
H -1.0765 -1.0456 0.8579
H -2.3043 0.9815 -1.0689
H -3.1279 0.4302 1.7873

=====

Record 7
43
Properties=species:S:1:pos:R:3 method="wB97M-V/def2-TZVPD" energy_ev=-27187.4938 de_lowest_ev=0.000 orbital_gap_ev=10.9193 charge=+3
In 0.1237 -0.1309 -0.1110
C -0.8363 -2.8099 -2.1980
O -1.0763 -1.4499 -1.8920
H 0.1647 -3.0819 -2.4290
H -1.3603 -3.1129 -3.1080
H -1.2813 -3.3999 -1.3900
H -1.8643 -1.1169 -2.4730
C 1.1267 2.9851 0.2200
O 0.1427 2.0251 0.4960
H 1.0827 3.1581 -0.8520
H 2.0637 2.5401 0.4420
H 1.0087 3.8401 0.9480
H -0.5373 2.5851 0.9450
C 1.6087 -2.9309 0.6720
O 0.4417 -2.2039 0.3640
H 2.4747 -2.4519 0.2520
H 1.6087 -3.9399 0.2750
H 1.7547 -2.9829 1.7970
H -0.2733 -2.7749 0.6020
C 0.1677 1.4161 -2.9400
O 0.7487 0.7641 -1.7860
H 0.8997 1.5101 -3.8010
H -0.1733 2.4101 -2.7220
H -0.6723 0.9341 -3.3220
H 1.6397 1.1351 -1.8870
C -1.1253 0.6901 2.7880
O -0.6923 -0.2489 1.8030
H -0.3323 1.3271 3.1120
H -1.4303 0.2891 3.7220
H -1.9763 1.2761 2.4150
H -0.6523 -1.0309 2.3430
C 2.2607 0.1611 1.9960
O 2.0607 0.1191 0.5910
H 3.1657 0.5931 2.3650
H 2.1817 -0.7999 2.4050
H 1.6777 0.8571 2.4360
H 2.9347 0.1061 0.1260
C -3.0933 0.3951 -0.2030
O -1.7543 0.7631 -0.5960
H -3.0083 0.1611 0.8660
H -3.4773 -0.4349 -0.7580
H -3.7703 1.2521 -0.4840
H -1.9523 1.6071 -1.0310

=====

Record 8
90
Properties=species:S:1:pos:R:3 method="wB97M-V/def2-TZVPD" energy_ev=-203078.2987 de_lowest_ev=1.290 orbital_gap_ev="6.4729 / 5.4564" charge=+4 spin_multiplicity=4
Re 1.3001 0.5447 1.3132
O -0.7881 4.1922 3.5207
C -0.1229 3.2300 2.9654
O -0.2118 2.0461 3.2333
C 0.8761 3.7018 1.9424
C 1.0638 5.0621 1.7082
C 2.0933 5.4647 0.8708
C 2.9439 4.4996 0.3506
C 2.6861 3.1541 0.6215
N 1.6307 2.7647 1.3639
C 3.5843 2.0333 0.2445
O 4.6873 2.2132 -0.4252
O 3.2978 0.8919 0.6233
H -1.3814 3.9325 4.2523
H 0.4177 5.7809 2.1882
H 2.2534 6.5122 0.6575
H 3.7909 4.8038 -0.2481
H 4.9426 3.1289 -0.6300
C 3.8445 0.0642 4.0656
Se 1.9539 0.4178 3.7969
C 1.2529 -1.3991 4.1118
C 1.7672 -2.4448 3.1391
Se 1.6955 -1.9515 1.1948
C 3.5788 -2.1839 0.7735
H 3.9967 -0.1640 5.1233
H 4.4072 0.9650 3.8280
H 4.1994 -0.7684 3.4663
H 0.1662 -1.2780 4.0837
H 1.5358 -1.6803 5.1309
H 1.1890 -3.3665 3.2525
H 2.8112 -2.6816 3.3417
H 3.8561 -3.2218 0.9583
H 4.1884 -1.5156 1.3753
H 3.7350 -1.9546 -0.2787
C -4.0557 -5.0105 2.4371
C -4.2178 -3.5155 2.6050
C -2.9311 -2.7754 2.9680
C -1.8086 -2.8709 1.9200
N -2.1374 -2.1770 0.6959
C -1.8960 -0.9077 0.4414
S -1.1032 0.1240 1.6489
N -2.3447 -0.3194 -0.6530
C -3.0569 -0.9886 -1.7354
C -4.5160 -1.3888 -1.4286
C -5.5277 -0.2530 -1.5453
C -5.5312 0.7252 -0.3908
H -5.0285 -5.5031 2.4257
H -3.4571 -5.4316 3.2420
H -3.5848 -5.2837 1.4889
H -4.9205 -3.3481 3.4330
H -4.7054 -3.0796 1.7281
H -2.5392 -3.1983 3.8934
H -3.1437 -1.7194 3.1470
H -1.6036 -3.9133 1.6734
H -0.9099 -2.4023 2.3286
H -2.7307 -2.6910 0.0527
H -2.1272 0.6633 -0.7584
H -2.4897 -1.8858 -2.0055
H -3.0529 -0.3188 -2.5955
H -4.5954 -1.8287 -0.4338
H -4.7800 -2.1634 -2.1497
H -6.5235 -0.7095 -1.6053
H -5.4051 0.2691 -2.4966
H -5.5878 0.2057 0.5645
H -6.3932 1.3827 -0.4736
H -4.6414 1.3577 -0.3871
O 0.8248 0.7639 -0.8653
S 1.4761 1.6861 -1.9094
C 0.3499 1.6007 -3.3283
C -0.0157 2.7892 -3.9373
C -0.8104 2.7408 -5.0739
C -1.2197 1.5148 -5.5762
C -0.8534 0.3363 -4.9449
C -0.0620 0.3696 -3.8094
C 2.8182 0.7104 -2.6210
C 3.7917 1.3792 -3.3508
C 4.8150 0.6473 -3.9339
C 4.8521 -0.7321 -3.7864
C 3.8631 -1.3870 -3.0626
C 2.8485 -0.6632 -2.4558
H 0.3157 3.7402 -3.5476
H -1.0947 3.6578 -5.5682
H -1.8207 1.4769 -6.4708
H -1.1557 -0.6191 -5.3433
H 0.2468 -0.5374 -3.3152
H 3.7422 2.4500 -3.4812
H 5.5750 1.1540 -4.5069
H 5.6571 -1.3009 -4.2276
H 3.8776 -2.4628 -2.9729
H 2.0831 -1.1526 -1.8615

=====

Record 9
25
Properties=species:S:1:pos:R:3 method="wB97M-V/def2-TZVPD" energy_ev=-32025.9536 smiles=OCc1ccc2c(c1)CCN2C(F)(F)Cl de_lowest_ev=0.000 orbital_gap_ev=8.9827
C 0.3705 -1.7543 0.9829
C -0.4268 -0.6900 1.2923
C 1.0885 -0.6885 -1.1249
C 0.2339 0.4330 -0.7957
C 1.0953 -1.7431 -0.1983
C -0.5258 0.3993 0.3733
C -0.2050 1.6479 -1.6531
C -1.4189 2.1821 -0.8119
C 1.9303 -2.9545 -0.4620
C -1.8760 2.1059 1.6778
N -1.2480 1.5575 0.5126
O 3.3756 -2.7507 -0.4234
F -1.2565 1.8676 2.8170
F -2.0176 3.3871 1.4917
Cl -3.5074 1.2644 1.9390
H 0.3446 -2.6664 1.5626
H -0.9790 -0.6342 2.3460
H 1.4982 -0.8992 -2.0776
H 0.6074 2.2570 -1.8563
H -0.6254 1.5640 -2.6261
H -1.3430 3.3201 -0.6526
H -2.3830 1.8600 -1.3160
H 1.6499 -3.6219 0.2570
H 1.8837 -3.3431 -1.4283
H 3.7341 -2.1001 0.1743

=====

Record 10
16
Properties=species:S:1:pos:R:3 method="wB97M-V/def2-TZVPD" energy_ev=-13392.9548 de_lowest_ev=1.672 orbital_gap_ev=8.6814
C -2.3645 -0.1689 -0.0482
C -1.6910 1.1438 0.1144
C -0.3009 1.2807 0.1916
C 0.9191 0.5077 0.1349
C 2.2452 0.9999 -0.2232
C 2.2290 -1.1814 -0.0074
H -0.5986 -1.1631 -0.0127
H -2.3142 2.0737 0.0153
H -0.1234 2.3935 0.1791
H 2.4511 1.9998 -0.3120
H 4.0603 0.0182 -0.0573
H 2.5208 -2.1822 0.1580
N 3.1070 -0.0621 -0.2375
N 1.1064 -0.8453 0.3977
O -1.5965 -1.2710 -0.0954
O -3.6174 -0.2639 -0.1625

=====

Record 11
14
Properties=species:S:1:pos:R:3 method="wB97M-V/def2-TZVPD" energy_ev=-9634.3109 de_lowest_ev=3.728 orbital_gap_ev=9.3066
C -0.1973 0.7052 0.1574
C -1.0135 -0.5760 -0.0098
H 2.6334 -0.8837 -0.5522
H 2.2431 -0.9102 1.1682
H 1.5615 1.5487 0.2573
H 0.0934 2.5115 -0.4744
H -2.8666 -0.9420 -0.3190
H -2.4455 0.7061 -0.1885
H 0.4889 -2.0097 -0.1035
N 1.8706 -0.6264 0.2175
N 1.1991 0.6003 -0.1943
N -0.7151 1.9136 -0.0315
N -2.2742 -0.3035 0.3359
N -0.5777 -1.7339 -0.2631